Entry 1:
Formula: C20H28N4O2S
Source: the Open Molecules 2025 dataset
Level of theory: the ωB97M-V functional and the def2-TZVPD basis

Last column: Mulliken charge in e.
Positions of all 55 atoms, in Å:
C1 5.8358 -1.4107 0.1634  -1.0700
C2 4.9417 -0.5108 -0.7202  -0.3574
C3 3.8158 0.2093 0.0220  -0.7306
C4 2.8990 -0.6859 0.8789  -1.0597
C5 1.6307 -1.0950 0.1636  0.3172
C6 0.5117 -0.2137 0.3416  -0.6074
C7 -0.7174 -0.4235 -0.1952  -0.3961
N1 -1.7742 0.4795 0.0406  -0.6866
C8 -2.3409 0.4114 1.1804  1.0031
C9 -2.5158 -0.8810 1.9509  -1.2397
C10 -2.9002 1.6410 1.8190  -1.2853
C11 -0.8626 -1.5832 -1.0089  0.8847
N2 -1.9795 -1.9705 -1.6302  -0.6927
S1 -1.6114 -3.3387 -2.3824  0.0904
N3 -0.0776 -3.5177 -1.9591  -0.5740
C12 0.2426 -2.4661 -1.1881  1.2341
C13 1.5183 -2.2298 -0.5936  -0.3536
C14 2.6675 -3.1936 -0.7510  -0.3302
C15 2.9066 -3.6627 -2.1754  -0.9489
O1 4.1391 -4.4067 -2.3052  -0.3507
C16 4.2579 -5.4316 -1.4314  0.1415
O2 4.9952 -5.4024 -0.4863  -0.4463
H1 5.5314 -1.4219 1.2080  0.2991
H2 6.8840 -1.1348 0.0811  0.3467
H3 5.7683 -2.4418 -0.1874  0.2317
H4 4.4919 -1.1274 -1.5009  0.0747
H5 5.5856 0.2005 -1.2350  0.4856
H6 4.2085 1.0423 0.6054  0.3930
H7 3.1748 0.6604 -0.7409  0.3847
H8 3.4000 -1.5870 1.2288  0.6058
H9 2.6021 -0.1303 1.7674  0.5828
H10 0.6437 0.6695 0.9545  0.4559
H11 -2.5810 -1.6942 1.2332  0.3175
H12 -1.6869 -1.0565 2.6380  0.2792
H13 -3.4261 -0.8284 2.5427  0.4165
H14 -2.2743 1.9445 2.6592  0.3070
H15 -2.9998 2.4656 1.1192  0.2464
H16 -3.8793 1.4156 2.2479  0.3828
H17 3.5917 -2.7319 -0.4171  -0.0061
H18 2.5039 -4.0295 -0.0624  0.4387
H19 2.0781 -4.2187 -2.6048  0.3773
H20 3.0539 -2.7816 -2.7991  0.4189
H21 3.6651 -6.3373 -1.6336  0.4125
C17 -6.0634 3.9907 0.6290  -1.0447
C18 -6.1499 5.2662 -0.1999  -0.4578
C19 -4.8166 6.0179 -0.2692  -0.4039
C20 -4.3835 6.4958 1.0429  0.2413
N4 -4.0404 6.8622 2.0748  -0.4265
H22 -5.8106 4.2069 1.6683  0.3570
H23 -7.0186 3.4660 0.6228  0.3671
H24 -5.3061 3.3160 0.2249  0.1903
H25 -6.9220 5.9186 0.2114  0.3092
H26 -6.4558 5.0164 -1.2172  0.3151
H27 -4.9088 6.8756 -0.9372  0.2856
H28 -4.0420 5.3727 -0.6878  0.2746

* total energy: -42083.741 eV
* HOMO: -8.341 eV
* Kohn-Sham gap: 7.88 eV
* ΔE to the lowest compared entry with this formula, charge and spin: 78.4 kcal per mole

Entry 2:
Formula: C10H20CoO5
Source: the Open Molecules 2025 dataset
Level of theory: the ωB97M-V functional and the def2-TZVPD basis

Last column: Löwdin spin population.
Positions of all 36 atoms, in Å:
Co1 0.0843 0.1599 0.0097  0.9600
C1 -1.4081 -2.2810 -1.1421  -0.0001
C2 -2.1269 -1.0302 -1.7073  0.0004
O1 -1.7319 0.0946 -0.9195  0.0075
C3 -2.6705 1.1304 -0.6109  0.0002
C4 -1.8509 2.4288 -0.4727  0.0001
O2 -0.5855 2.1639 0.1431  0.0005
C5 -0.2513 2.7598 1.4031  -0.0002
C6 -0.1631 1.6930 2.5165  0.0017
O3 0.4423 0.4792 2.0559  0.0311
C7 1.7623 0.1076 2.4803  0.0021
C8 2.7085 0.0641 1.2651  -0.0003
O4 2.0456 -0.4726 0.1119  0.0043
C9 2.1414 -1.8924 -0.0996  0.0006
C10 1.0579 -2.2755 -1.1090  0.0010
O5 -0.1881 -1.9136 -0.4938  -0.0096
H1 -1.2264 -2.9987 -1.9450  -0.0002
H2 -2.0181 -2.7648 -0.3721  0.0000
H3 -3.2090 -1.1657 -1.6670  -0.0001
H4 -1.8271 -0.8403 -2.7457  0.0001
H5 -3.1794 0.8755 0.3297  0.0002
H6 -3.4112 1.2455 -1.4094  -0.0002
H7 -2.4146 3.1786 0.0875  -0.0001
H8 -1.6204 2.8262 -1.4665  0.0000
H9 -0.9842 3.5209 1.6861  -0.0002
H10 0.7193 3.2465 1.2519  0.0000
H11 -1.1693 1.4052 2.8467  -0.0001
H12 0.3867 2.1001 3.3680  0.0007
H13 1.6616 -0.8856 2.9350  0.0000
H14 2.1518 0.7929 3.2369  0.0006
H15 3.6054 -0.5127 1.5063  -0.0002
H16 3.0100 1.0774 0.9774  -0.0001
H17 1.9585 -2.4369 0.8341  0.0000
H18 3.1382 -2.1328 -0.4903  0.0001
H19 1.0690 -3.3554 -1.2866  -0.0003
H20 1.2096 -1.7442 -2.0596  0.0005

* net charge: +2
* total energy: -58540.500 eV
* HOMO (alpha / beta): -17.588 / -17.523 eV
* multiplicity: 2
* Kohn-Sham gap (alpha / beta): 8.61 / 9.51 eV
* <S²>: 0.759

Entry 3:
Formula: C50H50F4GeN4O2RbSe
Source: the Open Molecules 2025 dataset
Level of theory: the ωB97M-V functional and the def2-TZVPD basis

Last column: Löwdin spin population.
Positions of all 113 atoms, in Å:
Rb1 1.0651 -0.2246 0.0839  0.0021
C1 0.3667 0.5257 -3.5272  0.0108
C2 -0.0921 1.8489 -2.9251  0.0016
N1 0.8576 2.3913 -1.9684  0.0002
C3 2.1041 2.8483 -2.5818  0.0001
C4 3.3344 2.1637 -1.9925  0.0000
C5 0.2367 3.3860 -1.0950  0.0000
C6 1.0549 3.7717 0.1292  0.0000
N2 1.2191 2.6217 0.9845  0.0000
C7 1.6924 2.7469 2.2093  0.0000
C8 1.8507 1.5636 3.0084  0.0000
F1 1.4246 0.3910 2.4770  0.0000
C9 2.4085 1.5435 4.2533  0.0000
F2 2.5264 0.3621 4.8913  0.0000
C10 2.8481 2.6965 4.8957  0.0000
C11 2.6786 3.8637 4.1770  0.0000
F3 3.0813 5.0351 4.7321  0.0000
C12 2.1275 3.9107 2.9191  0.0000
F4 2.0308 5.1404 2.3305  0.0000
H1 -0.4631 0.0579 -4.0666  0.0061
H2 0.6861 -0.1535 -2.7384  0.0021
H3 1.2042 0.6400 -4.2189  0.0003
H4 -1.0324 1.6857 -2.3936  0.0018
H5 -0.3020 2.5703 -3.7388  0.0000
H6 2.1892 3.9345 -2.4657  0.0000
H7 2.0650 2.6569 -3.6599  0.0001
H8 3.3779 2.3348 -0.9144  0.0000
H9 4.2552 2.5426 -2.4501  0.0000
H10 3.2882 1.0826 -2.1527  0.0000
H11 -0.7015 2.9652 -0.7293  0.0000
H12 0.0025 4.3093 -1.6637  0.0000
H13 0.5108 4.5996 0.5998  0.0000
H14 2.0229 4.1971 -0.1929  0.0000
H15 3.2932 2.6819 5.8793  0.0000
O1 2.8690 -2.4088 -2.6210  0.0001
C13 2.6947 -2.3832 -1.3842  0.0000
O2 3.1020 -1.5633 -0.5260  0.0000
C14 1.8317 -3.5290 -0.8498  0.0003
C15 2.3013 -4.8680 -0.9623  -0.0004
C16 1.5208 -5.8855 -0.5184  0.0002
C17 0.2395 -5.6032 0.0244  -0.0001
C18 -0.6474 -6.6036 0.4895  0.0024
C19 -1.8729 -6.2639 0.9928  -0.0002
C20 -2.2615 -4.9057 1.0575  0.0038
C21 -1.4242 -3.9200 0.6156  0.0106
C22 -0.1525 -4.2493 0.0838  0.0031
N3 0.6580 -3.2347 -0.3437  -0.0008
H16 3.2700 -5.0442 -1.4125  0.0000
H17 1.8558 -6.9166 -0.5729  0.0000
H18 -0.3348 -7.6422 0.4431  0.0002
H19 -2.5432 -7.0320 1.3615  -0.0001
H20 -3.2219 -4.6439 1.4858  0.0000
H21 -1.6812 -2.8683 0.7121  0.0025
C23 -5.5094 -2.7824 -7.4574  0.0110
C24 -4.7242 -2.5378 -6.1960  0.0597
C25 -3.3548 -2.7550 -6.1483  -0.0105
C26 -2.6139 -2.5638 -4.9841  0.0582
C27 -1.1264 -2.8084 -5.0377  0.0064
C28 -3.2813 -2.1236 -3.8148  0.0602
Se1 -2.3231 -1.8784 -2.2111  0.7039
C29 -4.6813 -1.8862 -3.8539  0.0528
C30 -5.4730 -1.4375 -2.6515  0.0064
C31 -5.3671 -2.1034 -5.0411  -0.0119
H22 -4.8496 -2.9949 -8.2986  -0.0001
H23 -6.1225 -1.9163 -7.7131  0.0026
H24 -6.1820 -3.6337 -7.3330  0.0036
H25 -2.8377 -3.0907 -7.0419  -0.0019
H26 -0.8919 -3.5582 -5.7940  0.0004
H27 -0.7264 -3.1292 -4.0792  0.0016
H28 -0.5988 -1.8895 -5.3044  0.0024
H29 -4.8606 -0.8742 -1.9527  0.0014
H30 -5.8601 -2.2995 -2.1018  0.0023
H31 -6.3250 -0.8318 -2.9647  0.0004
H32 -6.4388 -1.9223 -5.0661  -0.0020
C32 -4.7382 1.9361 -0.7397  0.0001
C33 -3.3905 1.5234 -0.3463  0.0028
N4 -2.3594 1.1273 -0.0247  0.0029
H33 -4.9442 1.6099 -1.7590  0.0000
H34 -4.8241 3.0199 -0.6889  0.0000
H35 -5.4655 1.4863 -0.0624  0.0000
C34 -1.4997 1.0790 4.0303  0.0000
Ge1 -1.7871 -0.5347 2.8415  0.0001
C35 -3.8217 -0.5378 2.7913  0.0000
C36 -4.5853 0.6407 2.7670  0.0000
C37 -5.9631 0.6283 2.5440  0.0000
C38 -6.6296 -0.5755 2.3373  0.0000
C39 -5.8972 -1.7617 2.3544  0.0000
C40 -4.5234 -1.7340 2.5721  0.0000
C41 -1.5426 -2.0377 4.2340  0.0000
C42 -0.6625 -3.0281 3.8685  0.0000
C43 -0.3126 -4.1035 4.7238  0.0000
C44 -0.8358 -4.1837 5.9811  0.0000
C45 -1.7444 -3.1925 6.4333  0.0000
C46 -2.2935 -3.2402 7.7424  0.0000
C47 -3.1820 -2.2926 8.1675  0.0000
C48 -3.5690 -1.2496 7.2928  0.0000
C49 -3.0469 -1.1766 6.0307  0.0000
C50 -2.1073 -2.1314 5.5540  0.0000
H36 -2.3994 1.4259 4.5561  0.0000
H37 -1.1081 1.9040 3.4256  0.0000
H38 -0.7422 0.8210 4.7796  0.0000
H39 -4.0844 1.5947 2.9205  0.0000
H40 -6.5228 1.5603 2.5441  0.0000
H41 -7.7020 -0.5914 2.1720  0.0000
H42 -6.4061 -2.7097 2.1979  0.0000
H43 -3.9669 -2.6713 2.5782  0.0000
H44 -0.1973 -2.9741 2.8883  0.0000
H45 0.3818 -4.8617 4.3729  0.0000
H46 -0.5645 -4.9948 6.6514  0.0000
H47 -1.9918 -4.0492 8.4029  0.0000
H48 -3.5879 -2.3348 9.1727  0.0000
H49 -4.2833 -0.5048 7.6271  0.0000
H50 -3.3469 -0.3838 5.3574  0.0000

* net charge: -2
* total energy: -196105.295 eV
* HOMO (alpha / beta): -1.165 / -1.164 eV
* multiplicity: 2
* Kohn-Sham gap (alpha / beta): 4.52 / 3.13 eV
* ΔE to the lowest compared entry with this formula, charge and spin: 69.7 kcal per mole
* <S²>: 0.766

Q: Number 1 is which compound?
A: C20H28N4O2S

Q: total energy of number 2 (C10H20CoO5)?
A: -58540.500 eV